3 unconnected molecules or ions with the total composition C12H24FO6PSi, computed with the ωB97M-V functional and the def2-TZVPD basis.

Each line ends with the Mulliken charge.
Atoms and positions in Å:
1 C -1.77280 3.43784 -0.62375  -0.929
2 C -0.38170 2.91190 -0.83648  0.693
3 O 0.06322 2.52857 -1.86242  -0.470
4 O 0.36171 2.93233 0.35359  -0.282
5 C 1.12341 1.82569 0.71050  0.371
6 O 1.78225 1.19069 -0.05237  -0.487
7 C 0.97133 1.53283 2.17741  -0.563
8 Si -0.15973 0.04158 2.40423  0.492
9 F -1.55477 0.56260 2.98616  -0.250
10 P 0.65957 -1.52026 3.83738  0.401
11 O -0.44442 -2.00204 4.71312  -0.603
12 H -1.94676 3.77326 0.39279  0.323
13 H -1.95081 4.24596 -1.33189  0.301
14 H -2.46104 2.62626 -0.86317  0.276
15 H 1.96621 1.29366 2.56071  0.394
16 H 0.57333 2.38510 2.72728  0.357
17 H -0.41431 -0.61307 1.10931  -0.092
18 H 1.27652 -2.50544 3.04261  0.044
19 H 1.77245 -0.95865 4.50716  0.050
20 C 3.05598 -6.61299 4.04673  -0.568
21 C 2.42191 -6.93746 2.69488  -0.535
22 C 1.20253 -6.02440 2.70429  -0.467
23 O 1.57933 -4.86947 3.45782  -0.330
24 C 2.80545 -5.11389 4.14847  -0.433
25 H 4.11363 -6.86544 4.10662  0.328
26 H 2.53153 -7.13954 4.84620  0.276
27 H 3.09824 -6.66265 1.88302  0.267
28 H 2.15650 -7.98711 2.57821  0.332
29 H 0.34934 -6.50497 3.19304  0.271
30 H 0.89473 -5.70493 1.70796  0.272
31 H 3.61033 -4.54675 3.66691  0.282
32 H 2.70048 -4.76373 5.17630  0.305
33 C -1.96841 4.95187 -6.18736  -0.552
34 C -1.72629 3.49729 -5.78622  -0.571
35 C -2.16946 3.50781 -4.33008  -0.092
36 O -3.20922 4.48635 -4.23355  -0.424
37 C -3.25113 5.26798 -5.42762  -0.440
38 H -2.07110 5.09845 -7.26174  0.348
39 H -1.15096 5.58251 -5.83207  0.258
40 H -2.36251 2.83246 -6.37406  0.285
41 H -0.69297 3.17517 -5.90394  0.334
42 H -1.34701 3.79126 -3.66847  0.012
43 H -2.55933 2.54590 -3.99348  0.284
44 H -4.13462 4.98768 -6.01149  0.272
45 H -3.34063 6.31978 -5.15254  0.261

Summary:
- HOMO level: -0.3476 Eh
- SMILES string: CC(=O)OC(=O)C[Si@H](F)[PH2]=O.C1CCOC1.C1CCOC1
- Gap between HOMO and LUMO: 9.8712 eV

A molecular structure, C12H24KO13P, computed with the ωB97M-V functional and the def2-TZVPD basis.

Each line ends with the Mulliken charge.
Atoms and positions in Å:
1 K 3.49858 -0.66654 -1.31541  -0.207
2 P 7.90017 -0.32270 -3.52695  0.844
3 O 7.76061 0.19684 -2.05596  -0.515
4 O 8.53346 1.00437 -4.05172  -0.673
5 O 6.68724 -1.03549 -4.24377  -0.687
6 O 9.19248 -1.07803 -3.19870  -0.624
7 C -4.12711 2.08539 -3.29630  -1.233
8 C -2.63807 2.32559 -3.24719  -0.277
9 O -2.55227 3.50538 -2.49035  -0.161
10 C -1.39897 3.71570 -1.80746  0.621
11 O -0.44448 2.93514 -1.75907  -0.524
12 O -1.47222 4.94096 -1.36207  -0.202
13 C -0.68965 5.50919 -0.35067  -0.893
14 H -4.65395 1.94778 -2.35206  0.305
15 H -4.41987 1.29787 -3.99071  0.397
16 H -4.48826 3.01553 -3.73507  0.312
17 H -2.24772 2.70418 -4.19186  0.238
18 H -2.13685 1.49211 -2.75505  0.436
19 H -1.40776 5.93488 0.35019  0.262
20 H -0.02781 6.30923 -0.68236  0.272
21 H 0.04939 4.90486 0.17533  0.414
22 C -2.18305 -7.35293 -4.32109  -1.216
23 C -1.54064 -6.13825 -3.64944  -0.277
24 O -2.37471 -5.45886 -2.77735  -0.140
25 C -1.87538 -4.44586 -2.08553  0.584
26 O -0.72395 -4.04269 -1.97135  -0.468
27 O -2.96678 -3.92773 -1.41530  -0.200
28 C -2.84183 -3.18839 -0.21173  -0.855
29 H -1.56499 -7.77640 -5.11278  0.392
30 H -3.02914 -6.97767 -4.89675  0.311
31 H -2.38256 -8.18992 -3.65197  0.297
32 H -1.15136 -5.44293 -4.39313  0.333
33 H -0.60550 -6.43235 -3.17289  0.341
34 H -2.18634 -3.75773 0.44728  0.325
35 H -3.80228 -3.15176 0.30235  0.250
36 H -2.52479 -2.15522 -0.35370  0.287
37 C 3.94164 1.28745 4.76891  -1.203
38 C 3.09307 2.07012 5.78510  -0.289
39 O 1.68627 1.77538 5.46942  -0.158
40 C 0.71525 2.09881 6.28420  0.577
41 O 0.79098 2.77067 7.33349  -0.574
42 O -0.43581 1.73531 5.69725  -0.194
43 C -1.76116 1.94824 6.29906  -0.723
44 H 4.99025 1.58469 4.75581  0.404
45 H 3.58676 1.38763 3.74317  0.332
46 H 3.99483 0.26763 5.15001  0.304
47 H 3.25645 3.14477 5.70429  0.311
48 H 3.34013 1.72566 6.78930  0.296
49 H -2.52798 1.46821 5.69106  0.274
50 H -2.02174 3.00063 6.41171  0.283
51 H -1.81258 1.45123 7.26779  0.293

Summary:
- Total charge: -2
- HOMO level: 0.0524 Eh
- Gap between HOMO and LUMO: 1.7764 eV

C12H24N2O3S in the gas phase, computed with the ωB97M-V functional and the def2-TZVPD basis.

Each line ends with the Mulliken charge.
Atoms and positions in Å:
1 C 5.15042 -1.48073 -1.14274  -1.078
2 C 5.65319 -0.42801 -0.21452  -0.221
3 C 4.44716 0.47999 -0.19888  -0.421
4 C 4.84197 1.69586 0.91013  -1.236
5 N 3.13499 -0.02411 0.48827  -0.086
6 C 1.93036 0.00843 -0.06050  -0.385
7 O 1.87022 0.72511 -1.41405  -0.772
8 C 0.78788 -0.49914 0.39284  1.919
9 C 0.04554 0.53927 1.13364  -0.895
10 C -1.32283 0.20032 1.78152  -1.450
11 N -2.12910 -0.68381 0.72125  0.262
12 S -3.31816 -0.27757 -0.02624  0.987
13 O -3.98276 0.78257 1.11949  -0.797
14 O -4.07194 -1.17809 -0.67135  -0.597
15 C -2.84454 1.00616 -1.10318  -0.276
16 C -3.98068 1.45487 -1.81475  -1.754
17 C -1.29888 -1.69460 0.18577  -1.172
18 C -0.08110 -1.23121 -0.35492  -0.600
19 H 4.07447 -1.86124 -0.82045  0.180
20 H 5.96909 -2.29781 -1.17482  0.353
21 H 4.77700 -0.95292 -1.95836  0.406
22 H 6.58253 0.15505 -0.55972  0.292
23 H 5.74430 -0.91951 0.73198  0.314
24 H 4.15853 1.13096 -1.00637  0.433
25 H 5.15028 1.55142 1.92340  0.416
26 H 5.79016 2.25844 0.34568  0.257
27 H 4.08893 2.52611 1.28502  0.297
28 H 3.21351 -0.53810 1.30325  0.310
29 H 1.22714 -1.17598 1.27934  -0.075
30 H -0.23633 1.43203 0.32805  0.131
31 H 0.55846 1.06325 1.79048  0.843
32 H -1.07411 -0.68198 2.71862  0.263
33 H -1.89465 0.74667 2.19628  0.868
34 H -2.21136 1.79686 -0.84580  0.467
35 H -2.30682 0.54780 -1.77478  0.439
36 H -3.79851 2.25478 -2.58694  0.376
37 H -4.49477 2.24812 -1.17733  0.320
38 H -4.65399 0.85789 -2.15217  0.584
39 H -1.02288 -2.77496 0.85301  0.136
40 H -1.93939 -2.07219 -0.63748  0.520
41 H 0.54559 -1.94735 -1.18515  0.261
42 H -0.17040 -0.57741 -1.35696  0.180

Summary:
- HOMO level: -0.3337 Eh
- Energy above the lowest of the compared OMol25 structures with the same formula, charge and spin: 336.48 kcal per mole
- SMILES string: CC[C@H](C)NC(=O)C1CCN(S(=O)(=O)CC)CC1
- Gap between HOMO and LUMO: 9.3680 eV

Per-record strongest force on any atom, eV/A: 0.70; 3.57; 18.02